# 1
Density functional theory data (ωB97M-V with the def2-TZVPD basis set) for a cluster of 19 separate species, C106H150N16O32 in total.

* HOMO-LUMO gap: 4.8 eV
* DFT total energy: -201665.305 eV
* LUMO energy: -10.425 eV
* charge: +6
* spin multiplicity: 1

Each line ends with the Mulliken charge.
Element x y z (Å)
C (13.7186, 16.1351, 21.4500)  -1.48
C (14.9063, 16.4729, 20.5970)  0.01
C (16.1047, 16.0437, 21.3721)  -1.06
N (17.4208, 16.3204, 20.7807)  0.86
C (18.5584, 15.9373, 21.7290)  -0.38
C (19.9629, 15.8418, 21.1097)  -0.76
C (19.9912, 15.0702, 19.8093)  -0.21
C (18.9614, 15.5738, 18.8504)  -0.79
C (17.5545, 15.5034, 19.4965)  -0.89
C (17.5636, 17.7808, 20.4241)  -1.13
H (13.7894, 15.0765, 21.7191)  0.38
H (12.7376, 16.2681, 20.9443)  0.38
H (13.6087, 16.6417, 22.3996)  0.38
H (14.8126, 17.5065, 20.3664)  0.29
H (14.8776, 15.8915, 19.6490)  0.25
H (16.0307, 14.9787, 21.5285)  0.44
H (16.1749, 16.6409, 22.2329)  0.53
H (18.2572, 14.9636, 22.1579)  0.36
H (18.6676, 16.6623, 22.5703)  -0.10
H (20.7064, 15.5189, 21.8798)  0.31
H (20.3423, 16.8076, 20.9200)  0.40
H (19.9641, 13.9817, 19.9636)  0.26
H (21.0563, 15.1169, 19.4119)  0.24
H (18.8769, 14.9628, 17.9629)  0.45
H (19.1022, 16.5891, 18.4493)  0.27
H (17.3623, 14.4882, 19.8402)  0.33
H (16.8359, 15.8869, 18.7923)  0.55
H (18.5304, 18.0433, 20.0640)  0.55
H (17.4424, 18.3404, 21.3786)  0.34
H (16.7906, 18.0019, 19.6506)  0.34
C (24.6593, 20.7119, 33.7719)  -1.45
C (23.6974, 19.5532, 33.6253)  -0.66
C (23.5895, 18.9610, 32.2468)  -0.40
N (23.2619, 17.5198, 32.1540)  0.71
C (24.5649, 16.7491, 32.2972)  -0.78
C (24.3666, 15.2372, 32.2782)  -0.19
C (23.3563, 14.7393, 33.3254)  -0.96
C (22.0498, 15.5268, 33.1813)  -0.65
C (22.2199, 17.0050, 33.1714)  -0.82
C (22.6637, 17.2195, 30.7488)  -0.33
H (24.5668, 21.0507, 34.7802)  0.44
H (24.4340, 21.5370, 33.1184)  0.35
H (25.6856, 20.3845, 33.4802)  0.26
H (22.7263, 19.7754, 34.0833)  0.50
H (23.9234, 18.7711, 34.3689)  0.38
H (24.5303, 19.1831, 31.7695)  0.33
H (22.8465, 19.5140, 31.6884)  0.50
H (24.9870, 17.0870, 33.2302)  0.52
H (25.1434, 17.0420, 31.4032)  0.33
H (25.3993, 14.9022, 32.4150)  0.48
H (24.0289, 14.9906, 31.2667)  -0.07
H (23.6532, 14.9687, 34.3371)  0.38
H (23.1798, 13.6617, 33.2544)  0.41
H (21.4324, 15.2437, 34.0642)  0.42
H (21.6250, 15.1155, 32.2712)  0.29
H (22.6133, 17.3927, 34.0810)  0.64
H (21.2453, 17.4804, 32.9762)  0.31
H (21.9305, 17.9983, 30.5432)  -0.26
H (22.2380, 16.2508, 30.7984)  0.51
H (23.4104, 17.1405, 29.9406)  -0.06
C (21.0773, 10.9934, 26.5391)  -1.21
C (20.6997, 12.2037, 25.8074)  0.59
O (21.4921, 12.9582, 25.2933)  -0.38
N (19.3613, 12.3869, 25.7114)  -0.08
H (18.7655, 11.6447, 26.0520)  0.24
H (23.7801, 8.9012, 21.7505)  0.44
C (18.8488, 13.4427, 24.9499)  -0.81
H (22.0527, 10.5786, 26.1387)  0.24
H (20.2953, 10.1836, 26.3963)  0.38
H (21.2814, 11.0453, 27.6237)  0.27
H (19.4213, 14.3674, 25.0316)  0.11
H (17.8149, 13.6636, 25.1893)  0.43
H (18.7747, 13.1919, 23.8431)  0.29
C (32.5508, 11.3751, 19.9209)  -1.14
C (31.8264, 12.0085, 18.7229)  0.76
O (31.2531, 11.4051, 17.9097)  -0.45
N (31.8159, 13.4473, 18.6239)  0.99
H (31.1882, 13.8756, 17.8968)  0.35
H (31.2576, 13.7894, 19.4877)  -0.11
C (33.1961, 14.0057, 18.6024)  -0.85
H (32.3566, 10.3385, 19.8640)  0.42
H (32.2363, 11.8056, 20.8873)  0.28
H (33.6406, 11.3412, 19.8593)  0.36
H (33.4932, 14.1252, 19.6304)  0.36
H (33.1550, 15.0254, 18.1145)  0.24
H (33.7983, 13.3108, 17.9929)  0.44
C (23.1244, 17.3792, 26.6873)  -1.55
N (23.8434, 16.8513, 25.5160)  0.88
C (23.7038, 15.5350, 25.1798)  -0.84
C (24.2927, 15.0430, 24.0465)  -0.95
C (24.9270, 15.9281, 23.1708)  0.97
C (24.9257, 17.3049, 23.5110)  -0.78
C (24.4686, 17.7288, 24.6947)  -1.22
C (25.4527, 15.4991, 21.8676)  0.62
C (24.7670, 14.5481, 21.1278)  -1.50
C (25.1981, 14.0369, 19.9475)  -0.74
N (26.3291, 14.5329, 19.4139)  0.74
C (27.0426, 15.4619, 20.0643)  0.17
C (26.6592, 15.9595, 21.3224)  -0.88
C (26.7685, 14.1646, 18.0493)  -0.16
H (22.1780, 17.7136, 26.3224)  0.55
H (23.7178, 18.1906, 27.1372)  0.41
H (22.8245, 16.6524, 27.4137)  0.28
H (23.0835, 14.9351, 25.8036)  0.90
H (24.2344, 13.9998, 23.8054)  0.81
H (25.3222, 17.9962, 22.7953)  0.43
H (24.5139, 18.7358, 25.0648)  1.02
H (23.8315, 14.2808, 21.5427)  0.79
H (24.7071, 13.2075, 19.4967)  0.90
H (28.0087, 15.7221, 19.6558)  -0.34
H (27.4143, 16.4566, 21.9281)  1.00
H (25.8976, 13.8928, 17.4983)  0.23
H (27.5152, 13.3312, 18.0623)  0.20
H (27.2861, 15.0483, 17.6339)  -0.22
C (27.5392, 19.4459, 20.4831)  -0.62
N (28.8662, 19.4066, 21.0938)  0.46
C (28.9594, 19.7933, 22.3628)  -0.21
C (30.1601, 19.7375, 23.0099)  -0.83
C (31.3388, 19.4671, 22.3026)  1.50
C (31.1863, 19.1227, 20.9472)  -0.85
C (29.9256, 19.0654, 20.3526)  -0.47
C (32.6361, 19.5379, 22.9816)  1.00
C (33.7130, 18.8593, 22.3520)  -0.33
C (34.9312, 18.9343, 22.9086)  -0.77
N (35.1819, 19.6804, 24.0371)  0.07
C (34.2071, 20.3556, 24.6196)  -0.08
C (32.9035, 20.3221, 24.1166)  -0.75
C (36.5560, 19.8574, 24.4345)  -0.88
H (27.4602, 18.5364, 19.9097)  0.21
H (27.3934, 20.3211, 19.8734)  0.32
H (26.8102, 19.4101, 21.2991)  0.04
H (28.0685, 19.9285, 22.9646)  0.57
H (30.0635, 19.9408, 24.0815)  -0.04
H (32.0308, 18.8483, 20.3351)  0.40
H (29.8036, 18.7194, 19.3106)  0.57
H (33.5669, 18.2954, 21.4280)  0.31
H (35.8011, 18.4166, 22.5186)  0.49
H (34.4933, 20.9432, 25.5019)  0.37
H (32.1207, 20.9014, 24.6691)  0.43
H (36.9207, 18.9295, 24.8332)  0.38
H (36.6420, 20.6470, 25.2080)  0.29
H (37.2027, 20.1178, 23.5545)  0.36
C (30.1277, 19.9062, 31.3981)  -0.86
N (29.6536, 18.7963, 30.5568)  0.14
C (29.7730, 18.8349, 29.2083)  -0.20
C (29.5091, 17.7144, 28.4409)  -0.66
C (29.1058, 16.5284, 29.0452)  0.75
C (28.9288, 16.4819, 30.4379)  -0.44
C (29.2070, 17.6037, 31.1958)  -0.75
C (28.9571, 15.2729, 28.2245)  0.61
C (29.6705, 14.0823, 28.4918)  -0.45
C (29.3482, 12.9743, 27.7926)  -0.73
N (28.3553, 13.0098, 26.8029)  0.51
C (27.7459, 14.1413, 26.5316)  -1.72
C (28.0540, 15.3110, 27.2030)  -0.81
C (27.7956, 11.8623, 26.2433)  -0.75
H (29.3298, 20.1585, 32.0508)  0.33
H (30.3425, 20.7450, 30.7458)  0.29
H (30.9687, 19.6258, 32.0018)  0.36
H (30.1769, 19.8176, 28.8999)  0.34
H (29.5375, 17.8319, 27.3794)  0.83
H (28.5904, 15.6037, 30.9527)  0.55
H (29.1707, 17.5480, 32.3249)  0.48
H (30.3508, 14.0288, 29.3067)  0.64
H (29.8104, 12.0037, 27.8642)  0.51
H (26.9318, 14.0736, 25.8078)  1.00
H (27.6054, 16.2391, 26.9225)  0.70
H (28.0087, 11.8810, 25.1346)  0.08
H (26.7247, 11.9356, 26.3129)  0.33
H (28.1477, 10.9449, 26.6659)  0.51
C (26.7018, 18.0500, 14.5140)  -0.79
N (25.9966, 19.2837, 14.2438)  0.19
C (25.7920, 19.6246, 12.9499)  -0.18
C (25.2239, 20.8418, 12.5896)  -0.70
C (24.7884, 21.6543, 13.6212)  0.79
C (24.8176, 21.1567, 14.9213)  -0.65
C (25.4206, 19.9233, 15.2343)  -0.45
C (24.1763, 22.9945, 13.3075)  0.49
C (24.9070, 24.0098, 12.5521)  -0.68
C (24.3443, 25.2146, 12.1874)  -0.28
N (23.0059, 25.4844, 12.5472)  0.05
C (22.3420, 24.5700, 13.3174)  -0.17
C (22.8690, 23.3432, 13.6975)  -0.62
C (22.3092, 26.6893, 12.1027)  -0.92
H (27.4315, 18.2048, 15.3160)  0.38
H (27.0977, 17.6764, 13.5840)  0.28
H (25.9153, 17.4032, 14.8335)  0.17
H (25.9927, 18.9418, 12.1663)  0.43
H (25.0289, 21.1302, 11.5369)  0.50
H (24.4587, 21.8246, 15.6890)  0.55
H (25.5230, 19.4571, 16.2442)  0.54
H (25.8987, 23.7746, 12.2171)  0.52
H (24.8155, 25.9884, 11.5661)  0.47
H (21.3677, 24.8732, 13.6083)  0.43
H (22.3089, 22.5366, 14.2682)  0.44
H (21.9313, 26.5823, 11.0700)  0.31
H (23.0567, 27.5151, 12.2332)  0.40
H (21.5616, 26.9271, 12.8209)  0.37
C (21.2737, 16.6229, 12.0466)  -0.95
N (21.5765, 15.4878, 13.0396)  0.16
C (20.5399, 14.7689, 13.6340)  -0.49
C (20.7878, 13.7341, 14.5114)  -0.59
C (22.1005, 13.4120, 14.8167)  0.73
C (23.1367, 14.0851, 14.1453)  -0.48
C (22.8697, 15.1736, 13.2945)  -0.47
C (22.4465, 12.3599, 15.8347)  0.56
C (21.8732, 12.3489, 17.1670)  -0.92
C (22.3431, 11.4610, 18.0651)  -0.50
N (23.3485, 10.6373, 17.8049)  0.21
C (23.9131, 10.6126, 16.5320)  -0.27
C (23.4632, 11.5133, 15.5526)  -1.28
C (23.8249, 9.6034, 18.8387)  -1.22
H (20.3497, 16.4982, 11.5489)  0.36
H (22.0501, 16.6446, 11.2869)  0.33
H (21.2547, 17.5107, 12.6654)  0.36
H (19.5526, 15.0709, 13.3459)  0.46
H (20.0008, 13.1411, 14.9581)  0.67
H (24.1525, 13.8638, 14.4215)  0.46
H (23.5819, 15.7776, 12.7907)  0.40
H (21.0810, 13.0767, 17.3518)  0.39
H (21.9946, 11.3947, 19.1192)  0.56
H (24.2478, 9.6658, 16.1359)  0.76
H (23.9077, 11.5078, 14.5587)  0.75
H (22.9018, 9.1506, 19.1924)  0.51
H (24.4605, 10.0733, 19.5461)  0.35
H (24.4143, 8.9267, 18.2837)  0.36
C (13.0845, 20.0083, 32.3894)  -0.89
N (14.3427, 20.4199, 31.7050)  0.03
C (14.2981, 21.4524, 30.7853)  -0.48
C (15.3514, 21.6183, 29.8920)  -0.45
C (16.5583, 20.9185, 29.9958)  -0.17
C (16.5479, 19.8553, 30.9293)  -0.53
C (15.4647, 19.6294, 31.7835)  -0.22
C (17.7414, 21.1305, 29.0844)  1.42
C (17.7175, 20.8806, 27.7699)  -0.63
C (18.7685, 21.0979, 26.9367)  -0.78
N (19.9581, 21.5216, 27.4617)  0.32
C (19.9536, 21.8833, 28.7846)  -0.56
C (18.8586, 21.7083, 29.5806)  -0.23
C (21.1979, 21.6385, 26.6582)  -1.11
H (12.4049, 19.7423, 31.5782)  0.38
H (12.7947, 20.7975, 33.0157)  0.37
H (13.3614, 19.1633, 33.0053)  0.30
H (13.3802, 22.0272, 30.6924)  0.46
H (15.2695, 22.4527, 29.1598)  0.42
H (17.4071, 19.1925, 30.9659)  0.43
H (15.3942, 18.8462, 32.5641)  0.39
H (16.7761, 20.6785, 27.3189)  0.53
H (18.7096, 20.9425, 25.8859)  0.80
H (20.8682, 22.2688, 29.2490)  0.36
H (18.8816, 22.0404, 30.5920)  0.55
H (21.7831, 20.7680, 26.7668)  0.42
H (21.7605, 22.5270, 26.9230)  0.42
H (20.9587, 21.7590, 25.6037)  0.33
O (27.4859, 11.2185, 16.5336)  -0.34
C (26.3702, 10.4452, 16.3996)  0.48
O (26.3746, 9.3302, 15.8801)  -0.60
O (25.4077, 11.1884, 16.9525)  -0.04
H (28.2302, 10.5948, 16.3079)  0.33
O (22.3015, 17.3910, 17.1901)  -0.43
C (23.5146, 17.3975, 16.4865)  0.56
O (24.3478, 18.0298, 17.2529)  -0.78
O (23.7121, 16.9555, 15.3051)  -0.49
H (22.3503, 17.9528, 18.0104)  0.31
O (30.6139, 17.0911, 18.1782)  -0.57
C (29.6607, 16.1515, 17.5746)  0.44
O (28.7562, 16.6111, 16.8635)  -0.57
O (29.8569, 14.9309, 17.8683)  -0.70
H (30.9796, 16.5268, 18.8856)  0.16
O (20.3222, 17.4356, 28.3176)  -0.14
C (19.5838, 18.2030, 29.1199)  0.59
O (18.3666, 18.0400, 29.1331)  -0.78
O (20.1752, 18.9981, 29.8839)  -0.83
H (19.8097, 17.3681, 27.5160)  0.15
O (18.4724, 19.1254, 23.0583)  -0.42
C (19.3681, 18.7179, 24.1396)  0.37
O (19.7907, 17.5460, 24.0307)  -0.63
O (19.6196, 19.6665, 24.8639)  -0.67
H (18.1300, 20.0171, 23.2119)  0.25
O (28.1494, 14.0297, 23.4695)  -0.04
C (27.4813, 13.2082, 22.5302)  0.64
O (28.0672, 13.0771, 21.4631)  -0.66
O (26.4561, 12.6972, 23.0587)  -0.88
H (28.8053, 14.5559, 22.9958)  0.01
O (30.3926, 14.2882, 20.7804)  -0.52
C (30.5159, 15.6597, 21.2298)  0.26
O (31.4916, 16.2400, 20.5990)  -0.72
O (29.6840, 16.1483, 21.9605)  -0.41
H (29.5840, 13.8910, 21.2521)  -0.01
O (24.3711, 11.8428, 21.8676)  0.26
C (23.7143, 10.6947, 21.7059)  0.40
O (24.3646, 9.5919, 22.0799)  -0.44
O (22.7165, 10.6499, 20.9745)  -0.72
H (25.3045, 11.7078, 22.1667)  0.18
O (24.2534, 15.3268, 28.8180)  -0.05
C (25.5985, 15.1565, 28.7306)  0.33
O (26.2025, 16.1543, 29.1491)  -0.41
O (26.0974, 14.1674, 28.1567)  -0.73
H (23.9170, 14.4230, 28.7887)  0.15
O (26.3000, 18.9762, 26.4607)  -0.51
C (27.2712, 18.8603, 25.4575)  0.62
O (26.9268, 19.3213, 24.3581)  -0.76
O (28.4382, 18.3834, 25.6516)  -0.43
H (26.5969, 18.3531, 27.1385)  0.22

***

# 2
Density functional theory data (ωB97M-V with the def2-TZVPD basis set) for an isolated molecule of C5H11NO3S.

* HOMO-LUMO gap: 11.0 eV
* DFT total energy: -23828.452 eV
* energy relative to the best compared isomer or geometry (same formula, charge and spin): 60.0 kcal/mol
* LUMO energy: 0.623 eV
* charge: 0
* spin multiplicity: 1

Each line ends with the Mulliken charge.
Element x y z (Å)
C (0.7517, -1.4983, 0.6615)  -1.81
C (0.3394, -0.2200, -0.0760)  1.97
C (0.9110, -0.0062, -1.4890)  -1.81
C (0.6456, 0.9309, 0.8158)  -1.35
C (-1.1925, -0.2540, -0.1270)  0.26
O (-1.8827, -0.5337, 0.8068)  -0.54
O (-1.6364, 0.2686, -1.2830)  -0.27
S (-3.1223, 0.9667, -1.2473)  0.70
N (-3.2216, 1.9872, -0.1354)  -0.56
O (-3.5102, 1.2954, -2.6016)  -0.58
H (0.0608, -1.6330, 1.4737)  0.41
H (1.7168, -1.5230, 1.0027)  0.48
H (0.5594, -2.3639, 0.1009)  0.44
H (0.5521, 0.9790, -1.8313)  0.35
H (1.9348, 0.0807, -1.6467)  0.45
H (0.4956, -0.6763, -2.1224)  0.47
H (0.1310, 0.8317, 1.8558)  0.33
H (1.7723, 0.8766, 1.0534)  0.34
H (0.1904, 2.0062, 0.6096)  0.27
H (-3.9951, 0.0155, -0.7359)  0.22
H (-2.8184, 2.8712, -0.3262)  0.23

***

# 3
Density functional theory data (ωB97M-V with the def2-TZVPD basis set) for an isolated molecule of C19H35N3O3S.

* HOMO-LUMO gap: 9.8 eV
* DFT total energy: -41720.642 eV
* energy relative to the best compared isomer or geometry (same formula, charge and spin): 3.0 kcal/mol
* LUMO energy: 0.690 eV
* charge: 0
* spin multiplicity: 1

Each line ends with the Mulliken charge.
Element x y z (Å)
C (4.4726, -1.2247, 1.8499)  -1.85
C (3.5728, -0.7341, 0.7170)  0.41
C (3.8947, -1.3622, -0.6510)  0.82
C (3.8679, -2.8887, -0.6069)  -1.89
C (5.2326, -0.8587, -1.1947)  -0.94
C (5.2376, 0.6613, -1.3185)  -0.59
C (4.9269, 1.3139, 0.0259)  -1.12
C (3.6134, 0.8052, 0.6218)  -0.79
N (2.4862, 1.3046, -0.1401)  0.03
C (1.3805, 1.8236, 0.4349)  0.06
O (1.2776, 1.9750, 1.6349)  -0.69
C (0.2993, 2.1901, -0.5844)  0.13
C (-0.3542, 0.9164, -1.1431)  -0.71
C (-1.2047, 0.2346, -0.0704)  -1.23
N (-2.1919, 1.1270, 0.4942)  0.06
S (-3.5482, 1.3082, -0.4502)  1.23
O (-4.3361, 2.3705, 0.0993)  -0.78
O (-3.2528, 1.3557, -1.8541)  -0.76
N (-4.2431, -0.1815, -0.1493)  0.34
C (-4.7223, -0.2899, 1.2138)  -0.65
C (-5.0835, -1.7419, 1.5133)  -0.74
C (-6.1328, -2.2332, 0.5194)  -0.69
C (-5.6173, -2.0368, -0.9040)  -0.67
C (-5.2474, -0.5725, -1.1209)  -0.77
C (-1.6272, 2.3440, 1.0428)  -1.15
C (-0.7805, 3.0960, 0.0167)  -1.12
H (4.3250, -2.2869, 2.0229)  0.45
H (4.2230, -0.6976, 2.7679)  0.45
H (5.5229, -1.0533, 1.6342)  0.32
H (2.5426, -1.0075, 0.9771)  0.34
H (3.1082, -1.0418, -1.3463)  0.19
H (2.9459, -3.2428, -0.1511)  0.40
H (3.9281, -3.2927, -1.6154)  0.46
H (4.7091, -3.2768, -0.0391)  0.36
H (6.0412, -1.1745, -0.5340)  0.25
H (5.4154, -1.3081, -2.1734)  0.38
H (6.2136, 1.0020, -1.6702)  0.37
H (4.5005, 0.9681, -2.0652)  0.32
H (5.7338, 1.0971, 0.7265)  0.41
H (4.8686, 2.3982, -0.0882)  0.41
H (3.4810, 1.2208, 1.6272)  0.68
H (2.5189, 1.1939, -1.1400)  0.35
H (0.7907, 2.7250, -1.4064)  0.59
H (0.4007, 0.2148, -1.5054)  0.53
H (-1.0095, 1.1872, -1.9720)  0.44
H (-0.5727, -0.1183, 0.7512)  0.54
H (-1.7526, -0.6080, -0.4946)  0.48
H (-3.9165, 0.0614, 1.8592)  0.38
H (-5.5960, 0.3609, 1.3629)  0.34
H (-5.4573, -1.8185, 2.5351)  0.35
H (-4.1848, -2.3541, 1.4257)  0.29
H (-6.3574, -3.2864, 0.6977)  0.33
H (-7.0547, -1.6628, 0.6530)  0.32
H (-6.3755, -2.3298, -1.6313)  0.35
H (-4.7308, -2.6535, -1.0589)  0.29
H (-4.8132, -0.4090, -2.1075)  0.43
H (-6.1437, 0.0588, -1.0237)  0.36
H (-1.0104, 2.0712, 1.9025)  0.48
H (-2.4661, 2.9582, 1.3694)  0.49
H (-0.3150, 3.9558, 0.5001)  0.46
H (-1.4331, 3.4471, -0.7860)  0.47

***

In order of appearance, largest force on an atom = 5.03; 4.43; 1.08 eV Å⁻¹.